Record 1
Below is a structure of composition C37H49As2F6N2O6S2Ti at a distorted geometry, with properties calculated with wB97M-V/def2-TZVPD.

XYZ file:
```
105
Properties=species:S:1:pos:R:3:mulliken_charge:R:1
Ti 0.050 -0.793 0.209 -0.48
C -0.908 0.920 1.308 -1.85
C -0.521 0.456 2.619 1.29
C -1.554 -0.431 3.061 0.42
C -2.609 -0.341 2.137 -0.80
C -2.259 0.491 1.073 1.06
C -3.171 1.052 0.011 2.39
C -3.850 2.298 0.610 -1.99
C -4.238 0.031 -0.395 -1.99
C -2.392 1.461 -1.241 -1.54
C -1.546 -1.492 4.151 2.88
C -0.317 -2.402 3.965 -1.52
C -1.568 -0.935 5.586 -2.09
C -2.776 -2.406 4.032 -2.43
C 0.452 1.289 3.452 2.26
C 1.535 0.474 4.171 -1.73
C -0.387 2.085 4.475 -1.88
C 1.177 2.359 2.620 -1.13
H -0.525 1.845 0.882 0.24
H -3.530 -0.885 2.206 0.43
H -4.398 2.026 1.509 0.35
H -4.541 2.736 -0.108 0.48
H -3.101 3.041 0.879 0.25
H -4.873 -0.216 0.451 0.38
H -3.757 -0.882 -0.742 0.30
H -4.866 0.431 -1.193 0.45
H -1.645 2.226 -1.010 -0.02
H -3.071 1.869 -1.991 0.59
H -1.891 0.580 -1.658 -0.13
H 0.543 -1.854 3.593 -0.17
H -0.550 -3.172 3.233 0.27
H -0.056 -2.892 4.903 0.53
H -0.632 -0.452 5.852 0.36
H -1.725 -1.754 6.288 0.54
H -2.386 -0.225 5.703 0.38
H -2.829 -2.857 3.043 0.39
H -3.697 -1.863 4.239 0.41
H -2.684 -3.212 4.759 0.47
H 1.114 -0.247 4.862 0.10
H 2.189 1.142 4.732 0.61
H 2.144 -0.059 3.441 0.08
H -0.889 1.441 5.182 0.27
H -1.147 2.666 3.955 0.29
H 0.256 2.773 5.021 0.50
H 1.633 1.942 1.731 -0.30
H 1.959 2.811 3.226 0.66
H 0.498 3.157 2.316 0.25
C -0.415 5.392 -0.102 -1.59
As 0.755 3.843 -0.677 1.96
C 2.430 4.883 -0.698 -1.42
C 0.457 4.000 -2.605 0.14
C 0.257 5.234 -3.209 -0.93
C 0.147 5.358 -4.581 -0.85
C 0.270 4.230 -5.371 -0.83
C 0.467 2.996 -4.778 -1.08
C 0.543 2.851 -3.395 0.14
As 0.745 1.032 -2.527 1.96
C 0.007 0.056 -4.092 -1.69
C 2.634 0.881 -3.069 -1.47
H -0.022 6.365 -0.392 0.50
H -0.501 5.378 0.986 0.43
H -1.411 5.275 -0.525 0.37
H 2.338 5.773 -1.321 0.43
H 3.203 4.233 -1.092 0.28
H 2.716 5.173 0.313 0.41
H 0.183 6.124 -2.600 0.27
H -0.015 6.328 -5.032 0.39
H 0.213 4.313 -6.448 0.40
H 0.577 2.131 -5.418 0.29
H 0.768 -0.082 -4.861 0.40
H -0.843 0.585 -4.522 0.44
H -0.337 -0.930 -3.799 0.29
H 2.755 1.067 -4.138 0.52
H 2.988 -0.120 -2.831 0.35
H 3.227 1.597 -2.503 0.27
F 1.595 -4.489 0.774 -0.17
C 0.445 -5.056 1.208 0.29
F 0.355 -6.259 0.616 -0.32
F 0.618 -5.292 2.531 -0.28
S -0.954 -3.404 0.769 1.39
O -1.308 -1.872 0.492 -0.32
O -2.207 -4.080 1.028 -0.92
N -0.538 -3.834 -0.821 -0.54
S -0.169 -2.849 -1.891 0.83
O -0.740 -3.052 -3.188 -0.80
O -0.046 -1.399 -1.549 -0.18
C 1.693 -3.059 -2.217 0.69
F 2.205 -4.282 -2.331 -0.28
F 2.029 -2.381 -3.326 -0.28
F 2.326 -2.445 -1.196 -0.14
O 1.131 -1.892 1.227 -0.16
C 2.163 -1.107 1.062 -0.06
N 1.870 0.036 0.384 1.74
C 3.023 0.796 0.278 -1.12
O 3.056 1.910 -0.260 -0.42
C 4.098 0.048 0.932 -0.03
C 5.442 0.305 1.147 -0.38
C 6.200 -0.637 1.818 -0.64
C 5.637 -1.831 2.286 -0.71
C 4.304 -2.113 2.098 -0.81
C 3.528 -1.170 1.419 0.33
H 5.881 1.228 0.799 0.56
H 7.251 -0.456 1.992 0.42
H 6.266 -2.538 2.808 0.47
H 3.854 -3.029 2.445 0.65
```

Calculated values
**Energy**: -237196.4045 eV
**F_max**: 5.86 eV Å⁻¹
**Relative energy (zero: lowest compared OMol25 entry of this formula, charge and spin)**: 573.4 kJ/mol
**Gap between HOMO and LUMO (spin up / spin down)**: 3.66 / 3.66 eV
**Spin multiplicity**: 1
**Net charge**: -1

Record 2
Below is a structure of composition C37H49As3F10N3SeY at a distorted geometry, with properties calculated with wB97M-V/def2-TZVPD.

XYZ file:
```
104
Properties=species:S:1:pos:R:3:mulliken_charge:R:1
Y -0.976 0.412 0.022 -1.75
C -0.999 3.505 -1.560 -1.29
N -1.978 2.639 -0.882 1.17
C -3.098 2.359 -1.806 -1.11
C -2.775 1.209 -2.723 -0.80
N -2.442 0.021 -1.949 1.26
C -3.071 -1.154 -2.222 -1.13
C -2.467 -2.334 -1.764 0.42
F -1.275 -2.167 -1.125 0.47
C -2.944 -3.614 -1.909 -0.22
F -2.258 -4.648 -1.411 -0.34
C -4.129 -3.816 -2.586 0.55
F -4.639 -5.041 -2.747 -0.33
C -4.779 -2.700 -3.072 0.09
F -5.942 -2.857 -3.708 -0.31
C -4.279 -1.420 -2.893 0.20
F -5.050 -0.415 -3.357 -0.35
C -2.465 3.322 0.333 -1.51
C -3.340 2.434 1.190 -1.08
N -2.619 1.211 1.531 1.19
C -3.072 0.515 2.620 -0.66
C -4.327 0.563 3.243 0.46
F -5.317 1.318 2.734 -0.34
C -4.633 -0.178 4.374 0.07
F -5.855 -0.086 4.904 -0.31
C -3.715 -1.029 4.951 0.61
F -4.026 -1.751 6.030 -0.32
C -2.468 -1.120 4.367 -0.24
F -1.530 -1.919 4.887 -0.34
C -2.192 -0.363 3.254 0.28
F -0.946 -0.442 2.721 0.04
H -1.469 4.446 -1.871 0.37
H -0.168 3.712 -0.894 0.19
H -0.609 3.008 -2.448 0.24
H -3.982 2.101 -1.230 0.23
H -3.326 3.261 -2.388 0.38
H -3.619 1.069 -3.394 0.71
H -1.928 1.489 -3.358 -0.18
H -1.588 3.618 0.913 0.32
H -3.023 4.228 0.061 0.31
H -3.587 3.012 2.086 0.72
H -4.289 2.231 0.693 0.56
C 2.404 1.330 -2.643 -1.17
As 0.884 0.163 -2.295 1.46
C 0.175 0.205 -4.114 -1.57
C 1.733 -1.598 -2.551 -1.59
C 2.556 -2.277 -1.448 2.59
C 3.507 -1.270 -0.789 -1.73
C 1.682 -2.944 -0.378 -1.64
As 0.677 -1.844 0.893 1.70
C 1.988 -1.555 2.296 -1.24
C -0.276 -3.347 1.698 -1.28
C 3.445 -3.370 -2.092 -2.31
As 2.869 -4.829 -3.316 0.26
C 0.989 -5.203 -2.899 -0.93
C 2.547 -3.841 -4.984 -1.02
H 2.979 0.931 -3.477 0.49
H 3.023 1.432 -1.757 0.14
H 2.016 2.314 -2.904 0.44
H 0.939 -0.174 -4.790 0.55
H -0.059 1.231 -4.389 0.49
H -0.725 -0.401 -4.192 0.25
H 2.376 -1.438 -3.417 1.04
H 0.923 -2.251 -2.872 -0.18
H 2.961 -0.455 -0.301 -0.20
H 4.175 -0.826 -1.532 0.47
H 4.124 -1.761 -0.032 0.46
H 2.309 -3.581 0.247 0.82
H 0.937 -3.583 -0.840 0.01
H 2.633 -2.427 2.377 0.47
H 1.455 -1.408 3.232 0.42
H 2.575 -0.666 2.082 0.19
H 0.437 -4.146 1.896 0.43
H -1.043 -3.715 1.020 0.23
H -0.734 -3.042 2.637 0.36
H 3.970 -3.896 -1.292 0.56
H 4.228 -2.881 -2.681 0.58
H 0.891 -5.650 -1.911 0.32
H 0.660 -5.940 -3.633 0.50
H 0.339 -4.332 -2.973 0.03
H 3.397 -3.193 -5.200 0.31
H 1.635 -3.247 -4.959 0.19
H 2.469 -4.573 -5.787 0.43
C 3.720 5.002 5.465 -1.52
C 3.110 4.224 4.326 0.59
C 3.874 3.813 3.241 -1.05
C 3.330 3.096 2.179 0.20
C 4.228 2.685 1.039 -1.25
C 1.963 2.782 2.208 0.32
Se 1.286 1.815 0.692 1.15
C 1.167 3.176 3.292 0.90
C -0.308 2.884 3.411 -0.85
C 1.764 3.894 4.329 -0.78
H 4.785 5.168 5.303 0.33
H 3.602 4.471 6.413 0.33
H 3.240 5.977 5.577 0.34
H 4.933 4.054 3.218 0.26
H 5.257 2.988 1.237 0.45
H 3.904 3.142 0.101 0.28
H 4.205 1.602 0.886 0.09
H -0.674 2.273 2.594 -0.86
H -0.883 3.814 3.421 0.48
H -0.519 2.364 4.349 0.52
H 1.143 4.201 5.168 0.45
```

Calculated values
**Energy**: -319715.0216 eV
**F_max**: 1.87 eV Å⁻¹
**Relative energy (zero: lowest compared OMol25 entry of this formula, charge and spin)**: 0.0 kJ/mol
**Gap between HOMO and LUMO**: 7.62 eV
**Spin multiplicity**: 1

Record 3
Below is a structure of composition C37H49BrFeN2P2S at a distorted geometry, with properties calculated with wB97M-V/def2-TZVPD.

XYZ file:
```
93
Properties=species:S:1:pos:R:3:lowdin_spin:R:1
C -2.805 -5.198 -1.971 0.00
C -2.255 -4.055 -2.605 0.00
C -2.674 -3.751 -3.919 0.00
C -3.707 -4.509 -4.482 0.00
N -4.251 -5.540 -3.850 0.00
C -3.829 -5.894 -2.640 0.00
C -1.429 -3.122 -1.898 -0.01
C -0.581 -2.126 -1.730 0.00
C 0.461 -1.174 -1.507 0.00
C 0.069 0.089 -0.976 0.00
C 0.977 0.887 -0.298 0.00
C 2.367 0.644 -0.422 0.00
C 2.766 -0.545 -1.077 0.00
C 1.847 -1.427 -1.639 0.00
Fe -1.742 -2.236 -0.341 2.90
P -1.626 1.785 1.797 0.00
H -2.265 -2.900 -4.459 0.00
H -2.504 -5.517 -0.971 0.00
H -4.094 -4.268 -5.473 0.00
H -4.307 -6.755 -2.165 0.00
H 2.188 -2.365 -2.093 0.00
H -0.993 0.364 -0.988 0.00
H 3.830 -0.772 -1.130 0.00
H 0.607 1.723 0.301 0.00
C -0.384 2.845 2.669 0.00
C -0.477 4.353 2.474 0.00
H 0.593 2.487 2.309 0.00
H -0.434 2.590 3.738 0.00
H 0.331 4.835 3.037 0.00
H -0.361 4.645 1.424 0.00
H -1.422 4.763 2.846 0.00
C -2.375 2.894 0.524 0.00
C -3.448 2.186 -0.302 0.00
H -1.557 3.220 -0.137 0.00
H -2.779 3.788 1.019 0.00
H -3.723 2.814 -1.160 0.00
H -3.088 1.225 -0.697 0.00
H -4.358 1.998 0.284 0.00
C -2.992 1.651 3.034 0.00
C -3.720 2.937 3.414 0.00
H -2.556 1.171 3.924 0.00
H -3.701 0.927 2.601 0.00
H -4.471 2.698 4.177 0.00
H -3.048 3.689 3.844 0.00
H -4.252 3.381 2.564 0.00
Br 3.549 1.720 0.500 0.00
P 1.662 1.905 -3.813 0.59
C 1.023 2.973 -2.495 0.09
C 1.163 4.462 -2.847 0.02
H 1.589 2.746 -1.585 0.01
H -0.027 2.687 -2.340 0.00
H 0.422 5.051 -2.292 0.00
H 2.158 4.840 -2.582 0.00
H 1.003 4.624 -3.918 0.01
C 3.353 1.453 -3.298 0.08
C 4.460 2.133 -4.116 0.02
H 3.434 0.360 -3.384 0.00
H 3.459 1.697 -2.230 0.01
H 5.429 1.990 -3.623 0.00
H 4.522 1.693 -5.114 0.00
H 4.277 3.208 -4.214 0.00
C 0.733 0.428 -4.232 0.10
C 0.419 0.400 -5.740 0.03
H -0.176 0.430 -3.619 0.01
H 1.345 -0.430 -3.929 0.01
H 0.091 -0.601 -6.035 0.00
H -0.377 1.111 -5.982 0.00
H 1.304 0.664 -6.331 0.00
N -0.503 -2.390 1.085 0.07
S -0.027 -3.334 2.369 0.01
C -0.482 -2.327 3.789 0.01
C -0.211 -0.958 3.773 0.00
C -0.448 -0.198 4.924 0.00
C -0.963 -0.804 6.074 0.00
C -1.263 -2.172 6.066 0.00
C -1.025 -2.938 4.926 0.00
C 1.776 -3.014 2.431 0.00
C 2.499 -3.172 1.246 0.00
C 3.748 -2.571 1.116 0.00
C 4.306 -1.860 2.182 0.00
C 3.686 -1.914 3.434 0.00
C 2.447 -2.545 3.573 0.00
H 0.182 -1.624 1.083 0.01
H 0.188 -0.487 2.874 0.00
H -0.213 0.870 4.917 0.00
H -1.133 -0.205 6.969 0.00
H -1.678 -2.638 6.956 0.00
H -1.236 -4.007 4.898 0.00
H 2.065 -3.720 0.411 0.00
H 4.279 -2.623 0.169 0.00
H 5.219 -1.280 2.046 0.00
H 4.163 -1.442 4.299 0.00
H 1.980 -2.626 4.558 0.00
```

Calculated values
**Energy**: -175966.8104 eV
**F_max**: 3.57 eV Å⁻¹
**Relative energy (zero: lowest compared OMol25 entry of this formula, charge and spin)**: 0.0 kJ/mol
**Gap between HOMO and LUMO (spin up / spin down)**: 7.18 / 4.54 eV
**Spin multiplicity**: 5
**Net charge**: +2